No. 1
Formula: C29H47N4O6SSi5W
Source: OMol25
Level of theory: wB97M-V/def2-TZVPD

XYZ file:
```
93
Properties=species:S:1:pos:R:3:forces:R:3:mulliken_spin:R:1
W 0.7806 -0.3842 -0.0735 0.4548 -0.9707 1.0039 1.628
S 1.2294 -1.2478 -3.4690 0.0632 -1.3051 -0.7407 0.005
Si -1.1821 -0.1236 3.7585 -0.2293 -0.4613 0.8145 0.018
Si -0.7385 -2.2922 -0.4853 -1.1211 -2.1561 -0.9167 -0.038
Si -0.1204 0.9004 1.8014 -0.7940 1.3570 1.4201 -0.098
Si 1.8932 1.8828 2.8599 0.8695 0.0844 0.5227 0.033
Si -1.7669 2.5577 1.1705 -0.9701 0.4469 -0.3285 0.036
O 1.5507 -1.4385 1.4360 -0.5457 -0.3037 0.0374 0.051
O 0.4370 -2.4371 -3.6221 -0.1720 0.2906 0.1304 0.001
O 3.2613 -2.8058 1.9120 -0.3912 1.1314 -0.7138 0.005
O 4.8072 -0.9536 0.2480 -1.1824 0.0134 0.0621 0.019
O 2.6249 -1.4489 -3.2019 0.1961 0.3690 -0.3215 0.000
O 2.7958 -0.0523 -0.1823 0.2989 0.5916 -0.9176 0.071
N 0.0503 1.4457 -8.6198 -0.0750 0.1208 -0.3678 0.000
N 1.8476 1.4235 -3.2315 1.0993 1.5746 -0.0504 -0.018
N 0.8705 1.5032 -1.0367 1.1187 1.5471 -1.2627 -0.137
N 0.5749 -0.3001 -2.2859 0.1149 -0.3379 -0.3145 0.077
C 1.8317 -0.4796 -6.0434 0.0607 -0.1063 0.2034 0.000
C 1.6760 3.0949 4.3533 -0.3744 -0.4162 -0.4873 0.007
C 3.1819 2.8149 1.7714 -0.6203 -0.3345 -0.1637 0.003
C -2.0883 -3.6411 1.7454 0.0254 0.0144 -0.0293 -0.006
C 2.3478 2.6568 -3.0387 -0.6733 -1.1445 0.2282 0.041
C 2.8042 -1.8483 1.3207 0.7664 -1.0508 0.6609 0.004
C -1.2559 1.0588 5.2795 0.2325 -0.1654 -0.7410 0.003
C -0.4994 0.9980 -6.3143 0.1091 -0.0278 -0.0407 0.000
C 1.5402 0.1280 -7.2506 -0.1358 0.1145 -0.0339 0.000
C 0.9606 -0.3443 -4.9817 -0.1876 -0.2185 0.2945 -0.005
C 0.3743 0.8812 -7.3973 0.1030 -0.2111 0.2649 0.000
C 2.9506 0.4370 3.5501 -0.4817 0.1762 -0.2795 0.003
C -2.2819 3.8390 2.5094 0.3677 -0.5737 -0.2142 0.000
C -0.1818 -1.6659 4.3125 -0.0960 0.4190 -0.4826 0.002
C 3.5945 -0.9087 0.3623 1.6047 -0.5176 0.5542 0.017
C -1.8149 -4.9673 -0.2062 0.0921 0.1516 -0.1965 0.002
C -1.9573 -2.1882 -1.9992 0.6370 0.2622 0.3970 0.039
C -2.9760 -5.8682 1.6859 -0.0365 -0.0956 0.0940 0.000
C -2.7640 -4.6800 2.3627 -0.1138 -0.1005 0.2227 0.001
C -1.5464 3.6716 -0.3895 0.3655 -0.5092 0.3072 0.010
C -1.6187 -3.7518 0.4450 0.2714 0.9058 0.2183 0.000
C 1.3613 2.7600 -0.8799 -0.4008 -1.2298 -0.0452 0.058
C -3.0243 -0.7053 3.6267 0.5436 0.2944 -0.4235 -0.002
C 2.0959 3.3719 -1.8786 -0.0349 0.1265 0.0285 -0.008
C 1.1464 0.9146 -2.2492 -0.6247 1.0968 0.5528 0.127
C -0.2114 0.3748 -5.1176 -0.0447 -0.0102 -0.1386 0.005
C -3.3548 1.5768 0.7154 0.6132 0.1022 0.1931 0.014
C 0.9328 -3.2690 -0.8724 -0.1411 0.5865 0.0861 0.061
C -2.4788 -6.0158 0.4017 -0.0359 -0.1034 -0.1078 0.001
H -0.7971 -2.4375 4.7681 -0.2868 0.0139 0.0853 0.001
H -3.0910 0.7416 0.0693 0.0209 -0.1658 -0.0962 0.002
H 1.6931 2.5580 5.2959 -0.0293 -0.1775 0.1660 0.000
H 2.8796 3.8186 1.4872 -0.1417 0.2543 -0.0053 0.000
H 4.1297 2.9024 2.2996 0.0077 -0.0933 0.2782 0.001
H -2.6103 -6.9493 -0.1307 -0.0368 -0.0384 -0.0190 0.000
H 3.4914 0.7111 4.4531 0.0475 0.2446 0.1059 0.001
H 0.5903 -1.4041 5.0300 0.1700 0.1484 0.1001 -0.001
H -1.6451 -1.4008 -2.6787 -0.0865 0.0702 -0.0556 -0.021
H 2.2067 0.0202 -8.0967 0.0767 -0.0302 -0.0057 0.000
H 3.6888 0.1261 2.8139 0.1092 -0.0083 -0.0829 -0.001
H -3.3246 -0.8698 2.5979 -0.1216 -0.0860 -0.2247 0.001
H -0.8792 0.4469 -4.2730 -0.1765 0.0737 0.0316 -0.001
H -1.4060 1.5732 -6.4288 -0.1507 0.0556 0.0199 0.000
H 1.3145 -3.7599 0.0279 -0.1817 0.2165 0.0539 0.006
H -3.8289 1.1712 1.6006 -0.0949 -0.1685 0.2512 0.002
H 0.8176 1.5723 -9.2613 -0.1022 0.0833 0.0709 0.000
H -1.4427 -5.0859 -1.2129 0.0500 -0.0853 -0.1747 0.000
H -1.4135 4.3190 2.9476 0.2363 0.1201 0.1288 0.000
H 1.7136 -2.5820 -1.2377 0.1959 -0.4069 0.0519 -0.024
H -1.9818 -3.1091 -2.5719 0.0565 -0.2366 -0.0234 0.000
H 1.1478 3.2382 0.0635 0.0770 -0.0295 0.0667 0.005
H -0.5903 2.2226 -8.5878 0.1023 -0.0161 -0.0487 0.000
H -2.9196 4.6225 2.1102 -0.1314 0.0472 -0.2554 0.000
H -1.9390 1.8802 5.0892 -0.1546 0.2136 -0.0692 0.000
H -0.2834 1.4885 5.4845 0.2558 0.1169 0.0878 -0.001
H -2.8235 3.3527 3.3117 -0.1263 -0.1499 0.2719 0.000
H 2.3504 -0.4361 3.7828 -0.1019 -0.1763 0.0607 -0.001
H 3.3783 2.2602 0.8576 0.0976 -0.1264 -0.1542 -0.002
H -3.7012 0.0316 4.0491 -0.0418 0.2711 0.0493 0.000
H 2.7290 -1.0627 -5.9084 0.1660 -0.0282 -0.0436 0.000
H -1.5915 0.5558 6.1827 -0.0909 -0.2952 0.0294 0.000
H -4.0970 2.1771 0.1963 -0.0160 0.2697 -0.0936 0.002
H -1.9102 -2.7202 2.2728 -0.0457 0.1597 0.2399 0.005
H -3.5187 -6.6798 2.1524 0.0098 -0.0319 0.0694 0.000
H -1.2316 3.0707 -1.2391 -0.0086 -0.0207 -0.1627 -0.003
H 2.9595 3.0314 -3.8453 0.0717 0.2041 -0.0457 0.002
H 0.8277 -4.0230 -1.6479 -0.1819 0.0737 -0.1844 -0.005
H 0.7368 3.6341 4.3071 -0.2651 0.1830 0.0218 -0.001
H 0.3119 -2.1135 3.4523 0.1115 -0.0812 -0.0594 -0.002
H 2.4898 4.3650 -1.7410 0.0046 0.0915 0.0708 0.000
H -0.8030 4.4484 -0.2402 0.1895 0.1900 0.0215 -0.001
H -3.1963 -1.6358 4.1626 0.1970 -0.1437 0.1267 0.002
H -3.1211 -4.5701 3.3781 -0.0474 0.0451 0.0724 0.000
H -2.4743 4.1675 -0.6668 -0.2510 -0.0550 0.2058 0.001
H 2.4743 3.8307 4.3887 0.2330 0.0474 -0.1663 0.000
H -2.9698 -1.9724 -1.6661 -0.1406 0.0302 0.2540 0.002
```
Forces are in eV/Å.

Computed properties:
HOMO-LUMO gap (spin up / spin down)   6.5 / 7.3 eV
Spin multiplicity   3
<S²>   2.02
ΔE to the lowest compared entry with this formula, charge and spin   219.4 kJ/mol
Largest force on an atom   2.597 eV/A
Net charge   -1

No. 2
Formula: C5H8N2
Source: OMol25
Level of theory: wB97M-V/def2-TZVPD

XYZ file:
```
15
Properties=species:S:1:pos:R:3:forces:R:3:lowdin_charge:R:1
N 0.7025 0.2841 0.7534 0.3579 0.4610 0.1951 0.002
N -2.1331 -1.5438 0.9079 0.7163 0.2456 -0.1848 0.155
C -1.0699 -0.8682 0.9203 0.2174 -0.1261 -0.2988 -0.356
C 1.2243 0.8880 -1.5998 0.0505 -0.0385 -0.0302 -0.053
C -0.4606 0.2753 1.6912 -0.0593 0.1704 0.1543 -0.096
C 0.1777 0.4734 -0.6008 0.0051 0.3248 -0.0467 -0.321
C 0.1366 -0.8777 0.0038 0.1360 -0.1221 -0.0484 -0.153
H 1.4079 1.9620 -1.4876 0.0063 -0.1523 -0.0698 0.080
H -1.8869 -2.1089 0.0968 -1.0803 -0.9698 -0.0716 0.053
H 0.7595 -1.7031 -0.3551 -0.3498 0.1661 0.2338 0.146
H 2.1655 0.3665 -1.4065 -0.1209 0.0309 -0.0311 0.081
H -0.7935 0.9580 -0.7204 0.1751 0.0910 0.1521 0.146
H -1.0060 1.2229 1.7350 -0.0025 -0.1489 0.0258 0.119
H 0.9142 0.6951 -2.6316 -0.0082 -0.0062 0.1567 0.077
H -0.1382 -0.0236 2.6933 -0.0435 0.0740 -0.1363 0.121
```
Forces are in eV/Å.

Computed properties:
Structure (SMILES)   [H]/N=C1/CN2[C@@H](C)[C@H]12
HOMO-LUMO gap   10.7 eV
Spin multiplicity   1
ΔE to the lowest compared entry with this formula, charge and spin   254.1 kJ/mol
Largest force on an atom   1.453 eV/A

No. 3
Formula: O4
Source: OMol25
Level of theory: wB97M-V/def2-TZVPD

XYZ file:
```
4
Properties=species:S:1:pos:R:3:forces:R:3:lowdin_charge:R:1
O -0.7366 -0.5741 -0.0095 -1.2884 -2.6684 1.0155 -0.049
O 0.0724 -1.1208 0.7292 0.3067 0.1674 0.0432 0.049
O 0.8970 0.9804 -0.1648 0.1363 -0.2315 0.2147 0.048
O -0.2329 0.7145 -0.5549 0.8455 2.7325 -1.2733 -0.049
```
Forces are in eV/Å.

Computed properties:
HOMO-LUMO gap (spin up / spin down)   10.2 / 10.2 eV
Spin multiplicity   1
ΔE to the lowest compared entry with this formula, charge and spin   0.0 kJ/mol
Largest force on an atom   3.132 eV/A

No. 4
Formula: IMn
Source: OMol25
Level of theory: wB97M-V/def2-TZVPD

XYZ file:
```
2
Properties=species:S:1:pos:R:3:forces:R:3:mulliken_spin:R:1
I -1.1898 -0.5553 -0.1646 1.6607 0.7753 0.2291 0.024
Mn 1.1898 0.5552 0.1646 -1.6607 -0.7753 -0.2291 4.976
```
Forces are in eV/Å.

Computed properties:
HOMO-LUMO gap (spin up / spin down)   6.7 / 6.7 eV
Spin multiplicity   6
<S²>   8.76
ΔE to the lowest compared entry with this formula, charge and spin   12.8 kJ/mol
Largest force on an atom   1.847 eV/A
Net charge   +1